[1]
{"formula": "C4H4N2O", "method": "wB97M-V/def2-TZVPD", "species": ["N", "C", "C", "C", "N", "O", "C", "H", "H", "H", "H"], "positions_angstrom": [[-1.67515, 1.68421, -1.50429], [-1.01216, 0.87269, -1.05998], [-0.39779, -0.25558, -0.38450], [1.08087, -0.46796, -0.81713], [1.84682, -0.48678, 0.24227], [1.14981, -0.29954, 1.35679], [-0.16572, 0.06926, 1.14502], [-0.99262, -1.24190, -0.55826], [1.33882, -0.44320, -1.82906], [-0.49686, 1.15101, 1.52625], [-0.67603, -0.58221, 1.88290]], "atomic_forces_ev_per_a": [[-0.4087, 1.1209, -0.6515], [-0.2898, -1.2910, 0.4579], [0.2783, -1.0716, 0.5590], [-0.9459, 0.6206, 4.1183], [0.0225, -0.0546, -3.7484], [1.3615, 0.3349, 1.6234], [-2.6725, 0.5326, 0.7365], [0.8107, 1.8580, 0.2494], [0.9885, -0.3731, -1.0889], [1.3254, -1.8497, -1.3395], [-0.4700, 0.1729, -0.9161]], "spin_multiplicity": 1, "total_energy_ha": -339.463396, "de_lowest_ev": 3.218, "homo_lumo_gap_ev": 10.5819, "smiles": "N#C[C@H]1C=NOC1"}

=====

[2]
{"formula": "C4H4N2O", "method": "wB97M-V/def2-TZVPD", "species": ["H", "N", "C", "N", "C", "C", "C", "O", "H", "H", "H"], "positions_angstrom": [[-0.66939, 2.06506, -2.01592], [-0.52587, 1.32272, -1.34105], [-1.55686, 0.59128, -1.21879], [-1.49717, -0.51871, -0.36198], [-0.47973, -0.44252, 0.31890], [0.47514, -0.42944, 1.19110], [1.93977, -0.61173, 1.15416], [2.76764, 0.10374, 0.64499], [-2.49082, 0.66600, -1.76485], [-0.17679, -1.22126, 1.68505], [2.21409, -1.52515, 1.70839]], "atomic_forces_ev_per_a": [[-0.0848, 0.1283, -0.0437], [-0.4685, -0.0314, -0.2975], [-0.0648, 0.4362, -0.3439], [0.6666, -0.0157, -0.1722], [0.0284, 0.3501, -0.7118], [-0.5337, -1.0414, 0.1981], [0.1536, -0.0365, -0.0340], [-0.7533, -0.2906, 0.1846], [-0.0916, 0.1808, -0.0257], [0.8570, 0.2851, 1.2039], [0.2911, 0.0351, 0.0422]], "spin_multiplicity": 1, "total_energy_ha": -339.441492, "de_lowest_ev": 3.814, "homo_lumo_gap_ev": 9.5389, "smiles": "[H]/N=C/N=C=CC=O"}